87
Properties=species:S:1:pos:R:3:mulliken_charge:R:1 method="wB97M-V/def2-TZVPD" total_charge=+1 homo_lumo_gap_ev=6.528 lumo_energy_ha=-0.181
C 3.80 -1.56 3.19 -1.3994
C 3.81 0.01 3.10 0.8516
C 4.47 0.41 1.73 -1.1459
C 2.41 0.70 3.38 -1.4834
N 1.35 0.31 2.40 0.4530
C 0.52 -0.79 2.62 0.0142
S 0.64 -1.82 4.14 -0.1768
C -0.53 -1.20 1.70 0.7553
P -1.71 -2.65 1.95 0.4068
O -0.97 -3.99 2.62 -0.4628
O -3.09 -2.20 2.78 -0.5297
C -0.70 -0.42 0.42 0.1803
C -1.78 -0.78 -0.64 -0.5576
O -2.55 0.02 -1.08 -0.2712
O -1.87 -2.07 -1.19 0.1258
F -0.67 -2.73 -1.02 -0.1135
C 0.19 0.72 0.25 0.3245
N 0.05 1.50 -0.98 -0.6834
C -0.83 2.36 -0.73 0.3507
S -2.22 3.12 -0.63 -0.1735
C 1.20 1.08 1.26 0.8843
C 2.04 2.35 0.93 -1.0573
N 1.13 3.53 1.12 -0.5802
H 3.06 -1.95 2.44 0.2767
H 4.80 -1.91 2.81 0.4447
H 3.64 -1.93 4.23 0.3248
H 4.51 0.37 3.91 0.3548
H 4.79 1.48 1.71 0.1444
H 3.76 0.23 0.88 0.1642
H 5.41 -0.19 1.59 0.4862
H 2.12 0.40 4.42 0.4627
H 2.52 1.81 3.43 0.4662
H 0.45 -0.96 5.20 0.2152
H -1.15 -3.94 3.59 0.3368
H -3.73 -2.95 2.78 0.3598
H 2.92 2.51 1.58 0.2649
H 2.33 2.27 -0.15 0.4116
H 1.29 4.16 0.32 0.2704
H 1.51 4.06 1.91 0.2786
C 9.76 2.21 1.32 -1.3045
C 8.32 1.98 0.93 0.3841
C 7.58 3.30 0.73 -1.1792
O 7.66 1.22 1.94 -0.4868
H 9.83 2.75 2.27 0.3506
H 10.27 1.26 1.47 0.3284
H 10.30 2.78 0.56 0.3791
H 8.28 1.40 0.00 0.2731
H 7.57 3.88 1.66 0.3148
H 6.54 3.13 0.45 0.2132
H 8.05 3.90 -0.05 0.4157
H 7.69 1.72 2.76 0.3310
C -1.23 -4.12 -4.89 -0.9917
C -1.99 -5.28 -4.26 0.3500
C -3.34 -4.83 -3.74 -0.8718
O -1.22 -5.83 -3.19 -0.5485
H -1.04 -3.34 -4.15 0.1048
H -0.25 -4.46 -5.25 0.3125
H -1.78 -3.69 -5.73 0.3676
H -2.13 -6.07 -5.00 0.2978
H -3.23 -4.07 -2.96 0.0059
H -3.88 -5.67 -3.28 0.3061
H -3.96 -4.42 -4.54 0.3651
H -1.09 -5.14 -2.53 0.3238
C -3.58 3.50 -4.36 -1.0634
C -3.48 2.19 -5.13 0.3672
C -4.82 1.48 -5.19 -1.1910
O -2.52 1.34 -4.50 -0.5074
H -3.89 3.32 -3.32 0.1448
H -2.61 3.99 -4.31 0.2918
H -4.30 4.18 -4.82 0.4014
H -3.12 2.39 -6.14 0.3142
H -5.18 1.23 -4.19 0.2709
H -4.73 0.54 -5.74 0.3125
H -5.58 2.10 -5.68 0.3832
H -2.83 1.16 -3.61 0.2634
C -5.46 0.36 0.95 -0.9410
C -6.55 -0.21 1.83 0.2987
C -6.54 0.47 3.20 -1.2016
O -6.33 -1.61 1.98 -0.5251
H -4.47 0.19 1.40 0.0817
H -5.45 -0.14 -0.02 0.3013
H -5.59 1.43 0.79 0.3841
H -7.53 -0.09 1.37 0.3472
H -5.58 0.31 3.70 0.2661
H -7.31 0.04 3.84 0.3343
H -6.72 1.54 3.10 0.3593
H -5.46 -1.71 2.38 0.2927